1.
19
Properties=species:S:1:pos:R:3:forces:R:3:nbo_charge:R:1 method="wB97M-V/def2-TZVPD" de_lowest_kj_mol=250.3 smiles="C=CC(=C)C.O.O" e_tot_ha=-348.10948 largest_force_ev_per_a=2.0 homo_energy_ev=-9.08
C 2.3223 -0.5687 0.0436 -0.16 0.06 -1.22 -0.3399
C 1.1664 -0.3706 -0.6139 1.61 -0.10 1.04 -0.2664
C 0.7763 0.9523 -1.1392 -0.95 0.25 -1.76 -0.0520
C 1.5460 2.0446 -1.2022 -0.45 1.03 1.03 -0.3710
C -0.5274 0.8976 -1.9481 0.60 -0.34 -1.31 -0.6456
H 3.0479 0.2346 0.0706 -0.06 0.08 0.61 0.1936
H 2.6866 -1.5657 0.2479 -0.13 -0.01 0.27 0.2036
H 0.6590 -1.2795 -0.9241 -0.68 0.40 0.22 0.2213
H 1.3335 2.8833 -1.8570 -0.62 -0.21 -0.06 0.1991
H 2.2378 2.3887 -0.4401 0.76 -0.92 -0.19 0.1967
H -0.5361 -0.0980 -2.3945 -0.65 -0.19 0.21 0.2060
H -1.4498 1.1110 -1.4100 0.18 -0.34 0.50 0.2308
H -0.6128 1.5335 -2.8465 0.63 0.28 0.55 0.2233
O -0.9880 -0.0112 1.7109 0.98 0.56 0.47 -0.9408
H -0.3967 0.1937 0.9765 -0.34 -0.32 -0.61 0.4742
H -0.3867 0.3359 2.3956 -0.72 -0.31 0.29 0.4676
O -3.1034 -2.4018 2.1381 0.13 -0.50 1.16 -0.9582
H -3.3634 -2.2035 1.2497 0.18 0.43 -0.63 0.4689
H -2.2798 -1.9434 2.3563 -0.30 0.15 -0.59 0.4888

***

2.
19
Properties=species:S:1:pos:R:3:forces:R:3:nbo_charge:R:1 method="wB97M-V/def2-TZVPD" de_lowest_kj_mol=275.4 smiles="C=C/C=C/C.O.O" e_tot_ha=-348.09991 largest_force_ev_per_a=2.9 homo_energy_ev=-8.63
C 0.3679 2.3283 0.1538 -1.80 -0.29 -0.37 -0.4006
C 0.2756 1.0048 -0.0108 1.62 -0.67 -0.07 -0.2145
C 1.3192 0.2311 -0.7395 0.89 0.49 2.67 -0.2988
C 1.7162 -0.9652 -0.2328 -0.48 -0.42 -1.40 -0.1063
C 2.6869 -1.8159 -1.0253 0.70 -0.22 0.19 -0.6615
H -0.3615 2.7958 0.8095 0.20 0.19 -0.01 0.2013
H 0.8817 2.9797 -0.5452 0.52 -0.21 0.33 0.2004
H -0.3834 0.3191 0.5240 -0.24 0.68 0.26 0.2089
H 2.1889 0.8420 -1.0092 -0.48 -0.14 -1.61 0.2096
H 1.2429 -1.3905 0.6518 -0.40 -0.21 -0.43 0.1953
H 3.1535 -2.6867 -0.5484 -0.17 0.45 0.57 0.2168
H 3.5013 -1.2079 -1.4286 -0.07 0.05 -0.05 0.2178
H 2.2003 -2.2849 -1.8821 -0.31 0.32 -0.06 0.2276
O -2.8553 -0.3427 3.2600 0.15 -0.27 -0.20 -0.9316
H -3.7511 -0.2583 3.5786 -0.38 0.27 0.27 0.4654
H -2.8951 -1.1778 2.7822 0.24 0.00 -0.09 0.4667
O -2.1642 -0.1001 -1.8090 -0.04 -0.70 -0.29 -0.9382
H -1.2181 -0.0739 -1.9666 0.19 -0.01 -0.02 0.4726
H -2.3689 0.7512 -1.4451 -0.14 0.68 0.30 0.4692

***

3.
19
Properties=species:S:1:pos:R:3:forces:R:3:nbo_charge:R:1 method="wB97M-V/def2-TZVPD" de_lowest_kj_mol=167.7 smiles="CC(C)CC=O.O" e_tot_ha=-348.14096 largest_force_ev_per_a=3.5 homo_energy_ev=-9.86
C 0.2153 1.7810 -0.0775 -1.48 -1.06 -0.99 -0.6173
C 0.7188 0.3913 0.3143 0.53 0.53 2.39 -0.2149
C 0.0305 -0.6636 -0.4698 -2.03 -2.73 -0.82 -0.6290
C 2.2682 0.3688 0.3084 -1.35 0.11 -0.25 -0.5313
C 2.7326 1.2846 1.4216 -0.03 -0.15 0.13 0.4491
O 3.8169 1.7953 1.3573 -0.07 0.25 0.75 -0.5134
H -0.8905 1.7101 -0.0434 0.36 0.56 0.69 0.2123
H 0.3044 1.8845 -1.1809 0.79 0.36 0.63 0.2116
H 0.6272 2.5977 0.5127 -0.15 0.08 -0.27 0.2172
H 0.4434 0.1905 1.4600 0.46 0.50 -2.23 0.1889
H 0.6245 -1.5847 -0.6462 0.00 0.61 0.12 0.2160
H -0.8759 -1.0743 0.0620 0.85 0.51 -0.06 0.2154
H -0.4604 -0.4481 -1.4492 0.96 0.61 0.43 0.2154
H 2.7032 0.8358 -0.5608 -0.16 0.37 -0.65 0.2317
H 2.6519 -0.6459 0.2029 0.17 -0.11 0.99 0.2414
H 1.9441 1.5652 2.2348 1.15 -0.45 -0.86 0.1071
O -5.8736 -3.6161 -1.1518 0.17 0.04 -0.21 -0.9401
H -5.2381 -3.3967 -1.8509 -0.26 0.01 0.42 0.4703
H -5.7422 -2.9752 -0.4436 0.09 -0.05 -0.21 0.4699

***

4.
19
Properties=species:S:1:pos:R:3:forces:R:3:nbo_charge:R:1 method="wB97M-V/def2-TZVPD" de_lowest_kj_mol=158.2 smiles=CC[C@@H](O)CCO e_tot_ha=-348.14456 largest_force_ev_per_a=2.6 homo_energy_ev=-9.30
C -1.2227 1.3326 2.0709 0.05 -0.08 0.03 -0.6050
C -1.0114 1.1195 0.5732 0.09 -0.14 -0.06 -0.4111
C -0.0308 -0.0034 0.2173 0.53 0.70 -1.39 0.1417
O -0.4525 -1.2623 0.6217 0.69 -0.81 -0.23 -0.7743
C 0.2466 0.0286 -1.3759 -0.24 -0.25 1.62 -0.4802
C 1.0880 -1.1971 -1.7694 0.62 -1.27 1.37 -0.0542
O 1.4138 -2.2226 -0.5934 0.40 1.05 -1.45 -0.7533
H -1.9071 2.1692 2.2607 0.12 -0.19 -0.07 0.2062
H -1.6432 0.4329 2.5277 0.06 0.10 -0.02 0.2194
H -0.2756 1.5588 2.5751 -0.12 -0.05 -0.07 0.1981
H -0.6288 2.0452 0.1170 -0.10 -0.17 0.08 0.1948
H -1.9750 0.8981 0.0941 0.16 0.00 0.04 0.2021
H 0.9626 0.2353 0.6515 -0.21 0.07 0.19 0.1222
H 0.3251 -1.8933 0.2594 -2.12 1.18 0.86 0.4894
H 0.7659 0.9785 -1.5961 -0.13 -0.50 -0.04 0.2112
H -0.7361 0.0380 -1.8771 0.45 -0.18 0.07 0.2161
H 2.0787 -0.9564 -2.1536 -0.23 0.05 -0.15 0.1900
H 0.5618 -1.8876 -2.4285 0.17 0.26 -0.02 0.2036
H 2.1391 -1.9331 -0.0089 -0.22 0.22 -0.74 0.4831

***

5.
19
Properties=species:S:1:pos:R:3:forces:R:3:nbo_charge:R:1 method="wB97M-V/def2-TZVPD" de_lowest_kj_mol=214.9 smiles="C=C/C=C/C.O.O" e_tot_ha=-348.12296 largest_force_ev_per_a=2.1 homo_energy_ev=-8.61
C -2.5279 0.1644 -1.4567 -0.37 0.15 0.23 -0.3767
C -2.1577 -0.1935 -0.2210 -0.17 -0.55 -0.74 -0.2205
C -0.7722 -0.0364 0.2334 -1.19 0.98 0.25 -0.2431
C -0.3508 0.0852 1.4965 1.05 -0.05 -0.55 -0.1586
C 1.0320 0.6443 1.7722 -1.61 1.41 0.21 -0.6520
H -3.5492 0.0270 -1.7902 -0.05 -0.06 0.13 0.1934
H -1.8999 0.6674 -2.1830 0.35 -0.18 0.17 0.2023
H -2.9156 -0.6846 0.3802 0.18 0.09 0.34 0.2032
H -0.2031 0.3221 -0.6179 0.80 -0.41 0.29 0.1890
H -1.0022 -0.0090 2.3538 -0.24 -0.43 -0.06 0.2016
H 1.6493 0.1979 2.5434 0.20 -0.55 -0.36 0.2299
H 1.4761 0.8905 0.8134 0.73 -0.44 0.12 0.2111
H 0.7811 1.6350 2.1946 0.32 -0.07 0.04 0.2164
O 0.5849 0.9185 -2.9482 -0.54 -0.04 0.86 -0.9331
H 1.2401 1.2317 -3.5516 0.68 0.24 -0.78 0.4704
H 0.7115 1.4791 -2.1712 -0.09 -0.12 -0.13 0.4660
O 2.8388 -2.3725 1.3221 0.24 0.62 1.20 -0.9581
H 1.9393 -2.0441 1.2245 0.12 -0.35 -0.54 0.4824
H 3.1254 -2.9231 0.6057 -0.41 -0.24 -0.67 0.4764

***

6.
19
Properties=species:S:1:pos:R:3:forces:R:3:nbo_charge:R:1 method="wB97M-V/def2-TZVPD" de_lowest_kj_mol=483.2 e_tot_ha=-348.02078 largest_force_ev_per_a=0.6 homo_energy_ev="-7.54 / -7.38"
C 2.6289 0.3824 -0.9253 0.39 0.04 0.14 -0.1930
O 1.3348 0.5219 -0.8148 -0.13 0.26 -0.52 -0.3407
C 0.5515 -0.0167 0.0575 -0.21 -0.24 0.50 0.0815
C -0.9256 0.1567 -0.0732 0.01 0.12 -0.08 -0.3214
C -1.6338 -1.1977 -0.0875 -0.10 -0.09 0.03 -0.5981
C -1.4754 1.0377 1.0543 -0.29 -0.32 0.07 -0.0463
O -0.9524 2.3428 1.0280 0.31 0.11 0.01 -0.7089
H 3.1986 0.0104 -0.0834 -0.08 0.00 -0.02 0.1619
H 2.1153 -1.7184 -1.1606 -0.14 -0.11 0.03 -0.0042
H 3.0604 0.9530 -1.7225 0.09 0.10 -0.11 0.1809
H 1.4591 -1.9669 -0.8577 0.11 0.00 -0.05 -0.0308
H 1.0189 -0.5015 0.9094 -0.07 -0.02 0.04 0.1663
H -1.1200 0.6802 -1.0149 0.08 -0.04 0.02 0.2235
H -2.7181 -1.0715 -0.1715 0.11 -0.03 0.04 0.2113
H -1.4221 -1.7560 0.8304 -0.05 0.05 -0.06 0.2044
H -1.2893 -1.8008 -0.9284 -0.03 0.03 0.04 0.2200
H -2.5594 1.1451 0.9511 0.10 -0.07 0.00 0.1814
H -1.2804 0.5439 2.0210 -0.03 0.08 -0.08 0.1504
H 0.0091 2.2554 0.9881 -0.07 0.15 0.02 0.4619

***

7.
19
Properties=species:S:1:pos:R:3:forces:R:3:nbo_charge:R:1 method="wB97M-V/def2-TZVPD" de_lowest_kj_mol=115.9 smiles=COC[C@@H](C)CO e_tot_ha=-348.16067 largest_force_ev_per_a=0.4 homo_energy_ev=-9.86
C 2.6595 0.3195 -0.7759 0.23 0.00 0.02 -0.2452
O 1.2832 0.5965 -0.6090 -0.16 0.02 -0.08 -0.5728
C 0.4990 -0.5094 -0.1876 -0.15 -0.26 -0.04 -0.0512
C -0.9720 -0.1267 -0.1392 -0.02 0.04 -0.03 -0.2719
C -1.7959 -1.3507 0.2705 -0.04 -0.02 0.05 -0.6065
C -1.2278 1.0363 0.8178 -0.26 -0.30 0.17 -0.0499
O -0.7014 2.2646 0.3779 0.24 0.08 -0.04 -0.7279
H 2.8242 -0.7656 -0.8000 0.14 0.22 -0.02 0.1747
H 3.0188 0.7665 -1.7120 -0.23 -0.16 0.12 0.1892
H 3.2438 0.7727 0.0357 -0.11 -0.24 0.01 0.1781
H 0.5973 -1.3427 -0.8978 0.23 0.06 0.01 0.1683
H 0.8236 -0.8770 0.8021 0.02 0.16 -0.12 0.1634
H -1.2692 0.1946 -1.1464 0.03 -0.02 0.12 0.2097
H -2.8665 -1.1206 0.2691 0.16 0.00 -0.01 0.2180
H -1.5302 -1.6796 1.2832 -0.03 0.04 -0.13 0.2043
H -1.6399 -2.1983 -0.4070 0.03 0.17 0.09 0.2120
H -2.3096 1.1750 0.9199 0.11 0.03 0.03 0.1759
H -0.8415 0.7584 1.8168 -0.02 0.09 -0.14 0.1457
H 0.2047 2.0864 0.0819 -0.16 0.07 0.00 0.4860

***

8.
19
Properties=species:S:1:pos:R:3:forces:R:3:nbo_charge:R:1 method="wB97M-V/def2-TZVPD" de_lowest_kj_mol=94.9 smiles="C/C=C(/O)CC.O" e_tot_ha=-348.16865 largest_force_ev_per_a=0.4 homo_energy_ev=-8.76
C -1.3848 1.2851 -1.4176 0.06 0.06 -0.05 -0.6375
C -1.4110 0.3547 -0.2384 0.11 -0.01 0.18 -0.3077
C -0.4294 0.1290 0.6401 -0.12 0.22 -0.31 0.3154
O -0.6673 -0.8054 1.6222 0.13 -0.02 0.15 -0.6961
C 0.9139 0.8056 0.6953 -0.02 0.06 -0.02 -0.4710
C 2.1074 -0.1567 0.6551 0.03 -0.07 0.00 -0.6063
H -0.3675 1.5241 -1.7432 -0.15 -0.01 0.07 0.2072
H -1.8957 0.8215 -2.2688 0.07 0.08 0.11 0.2194
H -1.9005 2.2306 -1.2105 0.05 -0.13 -0.02 0.2160
H -2.3326 -0.2022 -0.0729 0.11 0.06 -0.03 0.2140
H 0.1472 -0.9706 2.1124 -0.13 0.03 -0.06 0.4795
H 0.9557 1.4037 1.6169 -0.02 -0.08 -0.10 0.2155
H 0.9913 1.5160 -0.1318 -0.04 -0.11 0.12 0.2232
H 2.1305 -0.8378 1.5150 -0.01 0.09 -0.12 0.1909
H 2.0876 -0.7730 -0.2490 0.00 0.08 0.12 0.2221
H 3.0462 0.4052 0.6759 -0.14 -0.09 -0.02 0.2185
O -0.5265 -2.5645 -0.9449 -0.06 0.00 0.06 -0.9470
H -0.5120 -1.6274 -1.1775 0.02 -0.08 -0.04 0.4712
H -0.9525 -2.5378 -0.0783 0.10 -0.10 -0.04 0.4726

***

9.
19
Properties=species:S:1:pos:R:3:forces:R:3:nbo_charge:R:1 method="wB97M-V/def2-TZVPD" de_lowest_kj_mol=103.4 smiles=CO[C@@H](C)CCO e_tot_ha=-348.16544 largest_force_ev_per_a=0.4 homo_energy_ev=-9.88
C -1.6284 -0.6105 1.3500 -0.24 -0.05 0.09 -0.2488
O -0.3307 -0.1474 1.0564 0.08 -0.04 -0.02 -0.5670
C -0.2113 0.5350 -0.1966 0.03 0.07 -0.18 0.1030
C -0.3516 2.0386 0.0055 -0.02 0.04 -0.02 -0.6301
C 1.1319 0.1486 -0.8101 0.03 0.04 0.04 -0.4471
C 1.3064 -1.3594 -0.9923 0.01 0.18 -0.41 -0.0552
O 1.4705 -2.0480 0.2253 -0.09 -0.01 0.20 -0.7312
H -2.3333 0.2148 1.5173 0.09 -0.07 -0.04 0.1701
H -1.5553 -1.2011 2.2665 -0.06 0.09 -0.12 0.1979
H -2.0142 -1.2493 0.5411 0.05 0.09 0.14 0.1698
H -1.0127 0.1738 -0.8630 0.10 0.04 0.10 0.1652
H 0.4405 2.4059 0.6666 -0.10 -0.08 -0.08 0.2150
H -1.3185 2.2959 0.4510 0.13 -0.07 -0.06 0.2120
H -0.2702 2.5623 -0.9531 -0.03 -0.07 0.12 0.2128
H 1.9420 0.5247 -0.1730 -0.08 -0.02 -0.05 0.2124
H 1.2221 0.6481 -1.7836 -0.02 -0.08 0.13 0.2136
H 0.4490 -1.7563 -1.5667 0.11 0.03 0.13 0.1450
H 2.2050 -1.5543 -1.5870 -0.12 0.03 0.04 0.1785
H 0.8590 -1.6214 0.8458 0.12 -0.10 -0.01 0.4840

***

10.
19
Properties=species:S:1:pos:R:3:forces:R:3:nbo_charge:R:1 method="wB97M-V/def2-TZVPD" de_lowest_kj_mol=134.2 smiles=CC[C@H]1O[C@@H]1C.O e_tot_ha=-348.15370 largest_force_ev_per_a=0.7 homo_energy_ev=-10.54
C 2.0427 0.9725 1.0098 0.09 0.05 0.00 -0.6040
C 0.9165 -0.0246 1.2719 -0.04 -0.05 -0.03 -0.4363
C 0.4966 -0.6615 -0.0292 0.09 0.01 -0.01 0.0697
O -0.8030 -1.2693 -0.0744 0.06 -0.61 0.35 -0.5269
C -0.5835 -0.0923 -0.8363 0.07 0.42 -0.34 0.0469
C -0.7090 -0.2999 -2.3164 0.02 0.02 -0.08 -0.6322
H 2.8985 0.4773 0.5354 -0.10 0.10 0.09 0.2019
H 1.7067 1.7707 0.3376 0.05 -0.11 0.12 0.2053
H 2.3905 1.4339 1.9377 -0.03 -0.05 -0.12 0.2173
H 1.2479 -0.8056 1.9684 -0.03 0.11 -0.11 0.2096
H 0.0505 0.4700 1.7305 0.16 -0.08 -0.14 0.2312
H 1.2617 -1.2461 -0.5459 -0.12 0.06 0.07 0.1841
H -1.0716 0.7883 -0.4104 0.06 -0.16 -0.14 0.2014
H -0.2681 -1.2676 -2.5851 -0.06 0.25 -0.02 0.2196
H -1.7697 -0.3103 -2.6010 0.25 0.00 0.01 0.2172
H -0.2080 0.5030 -2.8672 -0.08 -0.13 0.02 0.2173
O -2.4686 0.0858 1.4835 -0.37 -0.10 -0.05 -0.9692
H -1.9267 -0.6481 1.1336 -0.07 0.20 0.12 0.4870
H -3.2033 0.1240 0.8575 0.04 0.08 0.26 0.4598